{
  "formula": "C33H35N4OS",
  "method": "ωB97M-V/def2-TZVPD",
  "species": ["C", "N", "C", "O", "C", "C", "C", "C", "C", "C", "C", "C", "N", "C", "C", "C", "C", "C", "C", "C", "C", "C", "C", "C", "C", "C", "C", "H", "H", "H", "H", "H", "H", "H", "H", "H", "H", "H", "H", "H", "H", "H", "H", "H", "H", "H", "H", "H", "H", "H", "H", "H", "H", "H", "C", "C", "C", "C", "C", "C", "S", "C", "N", "C", "C", "N", "H", "H", "H", "H", "H", "H", "H", "H"],
  "xyz": [[-4.2530, -0.8222, 3.1108], [-3.1706, -0.2371, 2.3665], [-2.7561, 1.0581, 2.5598], [-3.2994, 1.8798, 3.2972], [-1.5231, 1.2994, 1.6870], [-0.2183, 1.6547, 2.4057], [0.1554, 0.6347, 3.4404], [-0.5607, 0.6141, 4.6442], [-0.3293, -0.4005, 5.5713], [0.6062, -1.4003, 5.2851], [1.3814, -1.3356, 4.1162], [1.1793, -0.2958, 3.2052], [-1.4236, 0.0458, 0.9489], [-0.5446, -0.1731, -0.0402], [-0.4060, -1.4116, -0.6610], [0.3981, -1.5828, -1.7901], [0.7771, -2.8812, -2.2620], [1.9091, -2.9648, -3.1069], [2.3222, -4.1837, -3.6370], [1.6069, -5.3561, -3.3578], [0.4806, -5.3089, -2.5190], [0.0609, -4.0920, -1.9574], [-2.3908, -0.9737, 1.4044], [-1.6969, -2.1648, 2.1121], [-2.6574, -3.3322, 1.9161], [-3.6697, -2.9600, 0.7948], [-3.3376, -1.5528, 0.3010], [-4.7731, -0.0370, 3.6759], [-4.9744, -1.3002, 2.4285], [-3.9079, -1.5854, 3.8292], [-1.7880, 2.1182, 0.9861], [0.5749, 1.7461, 1.6521], [-0.3886, 2.6357, 2.8622], [-1.3109, 1.3902, 4.8373], [-0.8987, -0.4100, 6.5052], [0.7423, -2.2242, 5.9881], [2.1366, -2.0973, 3.9018], [1.7850, -0.2185, 2.2907], [0.0649, 0.6679, -0.3822], [-0.9546, -2.2836, -0.2743], [0.7846, -0.6939, -2.3264], [2.4270, -2.0272, -3.3384], [3.2039, -4.2071, -4.2808], [1.8937, -6.2924, -3.8372], [-0.0854, -6.2213, -2.3142], [-0.8491, -4.0519, -1.3459], [-0.7045, -2.3344, 1.6805], [-1.5354, -1.8903, 3.1636], [-2.1186, -4.2602, 1.6858], [-3.1983, -3.5025, 2.8554], [-3.6517, -3.7004, -0.0163], [-4.6869, -2.9767, 1.2051], [-4.2191, -0.9046, 0.1987], [-2.8355, -1.5712, -0.6700], [4.3276, 5.7865, -1.6647], [3.3977, 5.5138, -2.6765], [2.9026, 4.2149, -2.7806], [3.2779, 3.1915, -1.8878], [4.2126, 3.4685, -0.8844], [4.7277, 4.7721, -0.7793], [2.3609, 1.7101, -2.1987], [1.4718, 2.4728, -3.5250], [0.5296, 2.1302, -4.3475], [0.2845, 3.3426, -5.2377], [1.1966, 4.4584, -4.7288], [1.9373, 3.7730, -3.6762], [4.7289, 6.7957, -1.5689], [3.0331, 6.2765, -3.3664], [4.5270, 2.6879, -0.1901], [5.4436, 5.0188, 0.0088], [0.5428, 3.1037, -6.2785], [-0.7700, 3.6362, -5.1779], [1.8664, 4.8256, -5.5070], [0.6291, 5.2961, -4.3287]],
  "forces_ev_per_a": [[-0.696, -0.350, 0.277], [0.510, 1.609, 0.166], [-0.981, 0.359, 1.113], [1.037, -1.077, -1.106], [-0.440, 0.694, -0.649], [-0.140, 0.228, 0.133], [0.270, -0.051, 0.259], [0.076, -0.195, -0.028], [-0.029, -0.044, -0.156], [0.165, 0.032, -0.133], [-0.145, 0.062, 0.134], [-0.491, -0.058, 0.082], [1.239, -0.497, -1.736], [-1.735, 0.759, 1.275], [0.557, -1.101, -1.668], [-0.748, 0.589, 1.635], [-0.100, -1.447, -0.791], [-0.472, 0.106, 0.117], [0.031, -0.029, 0.106], [-0.161, 0.547, 0.035], [-0.135, 0.619, 0.264], [0.639, 0.312, -0.517], [-0.111, -0.503, 0.151], [0.147, 0.372, -0.181], [-0.154, -0.523, 0.255], [-0.282, -0.507, 0.066], [0.481, 0.379, 0.125], [0.302, -0.149, -0.287], [0.201, 0.261, 0.296], [0.025, 0.313, -0.254], [0.158, -0.365, 0.292], [-0.158, 0.138, 0.133], [0.158, -0.081, -0.080], [0.311, -0.352, -0.043], [0.262, -0.089, -0.325], [0.049, 0.267, -0.213], [-0.261, 0.269, 0.193], [-0.275, -0.093, 0.413], [-0.166, -0.103, 0.247], [0.711, 0.595, -0.172], [0.018, -0.593, 0.535], [-0.051, -0.470, -0.025], [-0.332, -0.078, 0.179], [-0.027, 0.230, 0.252], [0.202, 0.349, -0.079], [0.444, -0.115, -0.275], [-0.245, -0.078, 0.168], [0.005, -0.152, -0.260], [-0.163, 0.211, 0.071], [0.127, -0.147, -0.287], [-0.005, 0.260, 0.164], [0.246, -0.123, -0.190], [0.281, -0.179, 0.033], [-0.148, 0.047, 0.159], [-0.246, -0.475, -0.083], [0.172, -0.218, 0.180], [-0.539, -0.230, -0.030], [0.440, 0.977, 0.210], [-0.254, 0.059, -0.250], [-0.065, 0.114, -0.193], [-0.175, -0.238, -0.197], [-0.920, 1.206, -1.553], [0.828, 0.197, 0.763], [0.072, -0.963, 0.387], [0.364, 0.146, 0.293], [0.443, 0.072, 0.324], [-0.090, -0.321, 0.038], [0.237, -0.154, 0.234], [-0.076, 0.257, -0.153], [-0.244, -0.225, -0.289], [-0.277, -0.194, 0.337], [0.234, -0.265, -0.094], [0.059, 0.050, 0.075], [0.034, 0.146, 0.125]],
  "lowdin_charge": [0.011, -0.016, -0.378, 0.081, -0.140, -0.076, -0.233, -0.035, -0.067, -0.082, -0.080, -0.049, 0.071, 0.019, -0.054, 0.047, -0.210, -0.012, -0.054, -0.046, -0.055, 0.004, -0.349, -0.091, -0.155, -0.162, -0.077, 0.110, 0.095, 0.105, 0.180, 0.117, 0.140, 0.122, 0.114, 0.108, 0.109, 0.116, 0.130, 0.095, 0.101, 0.122, 0.116, 0.116, 0.114, 0.107, 0.109, 0.119, 0.113, 0.106, 0.111, 0.102, 0.133, 0.105, -0.071, -0.008, -0.238, -0.453, -0.084, -0.087, 1.031, -0.614, 0.031, -0.156, -0.115, -0.065, 0.110, 0.115, 0.108, 0.107, 0.110, 0.107, 0.124, 0.121],
  "lumo_energy_ev": -4.53,
  "e_above_lowest_kj_mol": 0.0,
  "mol_weight_g_mol": 535.7,
  "charge": 1
}